18
Properties=species:S:1:pos:R:3 method="wB97M-V/def2-TZVPD" e_lumo_ev=0.986 e_above_lowest_kcal_mol=39.0 e_tot_ha=-323.2443 orbital_gap_ev=8.589 fmax_ev_per_a=1.1 homo_ev=-7.604
C -2.09383 -0.22303 -0.28386
C -0.93264 -0.82463 0.49707
C 0.43418 -0.20712 0.25891
C 1.25858 -0.67526 -0.68930
N 2.65617 -0.36087 -0.76862
N 0.77390 0.85758 1.12096
N -2.08072 1.24449 -0.19707
H -2.02990 -0.54656 -1.32550
H -3.02900 -0.58584 0.14117
H -0.83937 -1.89258 0.31167
H -1.11419 -0.71713 1.56784
H 0.80555 -1.18119 -1.53361
H 3.15557 -1.24125 -0.87580
H 2.92702 -0.08114 0.17262
H 0.72321 0.60067 2.10824
H 1.71290 1.21371 0.99288
H -1.18764 1.58263 -0.54224
H -2.76130 1.62332 -0.84631